Version 1
{
  "formula": "C18H24IrN2PSSe5Te",
  "method": "wB97M-V/def2-TZVPD",
  "species": ["H", "Ir", "H", "H", "H", "C", "H", "Se", "H", "C", "Se", "N", "C", "H", "C", "C", "C", "C", "H", "H", "P", "H", "Se", "C", "H", "H", "C", "C", "C", "H", "H", "Te", "C", "Se", "H", "H", "H", "C", "Se", "C", "C", "H", "H", "N", "H", "H", "H", "C", "S", "H", "C", "C", "H"],
  "coordinates": [[3.15551, 1.46065, -1.15438], [1.56824, -0.61055, -0.29594], [5.15966, 1.60157, -0.07157], [-4.16105, 4.38745, 1.88956], [-1.80197, 3.70630, 2.16801], [-5.01112, -2.14183, -2.83855], [4.34869, 1.41018, 1.47761], [0.36950, -2.75812, 0.58677], [-1.00247, 1.60390, 1.16974], [-3.05486, -1.27266, -1.75819], [2.91685, -1.28558, -2.63647], [3.04511, 1.32840, -0.15138], [2.82381, -0.24363, 3.02045], [3.67735, -2.18878, 0.42810], [-2.03090, 1.90961, 1.03780], [-3.80468, 3.46939, 1.44582], [-2.48171, 3.08342, 1.60727], [-2.28086, -2.19332, -2.46466], [-4.91362, 0.91450, -0.44457], [2.70033, 2.46153, 2.57262], [-2.10871, -0.31951, -0.52689], [-5.69964, 2.94998, 0.58760], [-1.70135, -2.07934, 1.10243], [3.38833, -1.45251, 2.27645], [-1.20916, -2.22137, -2.31241], [-5.07484, -0.60395, -1.38587], [-2.89150, 1.11616, 0.27930], [-4.66617, 2.66819, 0.71894], [2.32767, 2.46472, 0.41737], [2.91597, 3.39297, 0.38372], [-4.70997, -3.77264, -4.19001], [2.14675, -3.25000, -3.90820], [4.67621, -0.43479, 0.39225], [-0.35176, 0.48251, -1.51278], [2.69324, -2.28782, 2.41513], [-6.08036, -2.11615, -2.98026], [3.56753, 0.53786, 3.15527], [4.35778, 1.06439, 0.44617], [0.61688, -4.38845, -2.39159], [1.90509, 2.22487, 1.87042], [-4.43062, -1.26517, -1.93826], [4.34928, -1.71532, 2.74330], [1.05537, 2.86382, 2.11111], [3.54854, -1.26444, 0.83543], [1.43345, 2.61951, -0.18901], [5.57606, -0.63474, 0.98649], [2.49769, -0.57019, 4.00891], [-4.21842, 1.49703, 0.13114], [1.34654, 0.51692, 2.24359], [4.88105, -0.69767, -0.65114], [-2.86756, -3.08763, -3.33552], [-4.24041, -3.06288, -3.52591], [-2.25479, -3.81680, -3.84521]],
  "lowdin_spin": [0.000, 0.012, 0.000, 0.000, 0.000, 0.000, 0.000, 0.005, 0.000, 0.001, 0.063, 0.000, 0.000, 0.001, 0.000, 0.000, 0.000, 0.010, 0.000, 0.000, 0.000, 0.000, 0.000, 0.000, 0.009, 0.000, 0.000, 0.000, 0.000, 0.000, 0.000, 0.392, 0.001, -0.001, 0.000, 0.000, 0.000, 0.000, 0.493, 0.000, 0.000, 0.000, 0.000, 0.002, 0.000, 0.000, 0.000, 0.000, 0.000, 0.001, 0.005, 0.000, 0.004],
  "total_charge": 1,
  "lumo_energy_ha": [-0.1481, -0.1490],
  "homo_ev": [-9.485, -9.422],
  "spin_multiplicity": 2,
  "gap_ev": [5.455, 5.367]
}

---

Version 2
{
  "formula": "C18H24IrN2PSSe5Te",
  "method": "wB97M-V/def2-TZVPD",
  "species": ["H", "C", "H", "H", "H", "H", "H", "C", "C", "Se", "C", "H", "C", "C", "C", "C", "N", "Te", "Se", "C", "H", "P", "H", "Se", "C", "N", "H", "Se", "C", "H", "C", "H", "H", "Ir", "H", "H", "H", "S", "H", "H", "C", "H", "C", "C", "C", "Se", "C", "H", "C", "H", "H", "H", "H"],
  "coordinates": [[2.75610, 3.27010, 6.16050], [4.11700, 2.15080, 2.73070], [-2.64010, -2.14860, -1.23340], [1.57380, -2.20390, -1.33700], [4.32800, 4.71850, 4.91820], [-1.29930, 0.56870, -3.66540], [4.12520, -5.03010, 4.86980], [3.10670, -1.64990, 3.34140], [0.49030, -2.34660, -1.32620], [-0.24410, 2.96730, 0.30030], [-0.11930, -1.47870, -2.43330], [2.93490, -3.36560, 6.24500], [-2.51790, 0.48330, -1.89850], [2.71680, 1.75450, 4.65210], [3.85430, -4.07440, 4.44720], [-1.16550, 0.74200, -2.58760], [0.01710, -1.95680, 0.00500], [1.02430, 5.95030, 2.42010], [0.10560, 7.15960, 0.57190], [4.16890, -3.78730, 3.12960], [0.71640, -2.26390, 0.68030], [2.47010, -0.10850, 2.59180], [4.04720, -2.34950, 1.54390], [1.61060, 3.69120, 1.38030], [4.52020, 3.35610, 3.27850], [-0.07120, -0.06310, -2.04900], [0.81230, 0.33120, -2.36390], [0.30510, -0.03260, 2.97790], [3.13310, 2.95640, 5.19770], [0.43360, -1.66640, -3.36120], [3.17180, -3.14500, 5.21590], [0.27530, -3.40160, -1.52990], [4.70820, -4.50740, 2.53420], [0.15000, 0.44820, 0.35450], [2.00380, 1.13360, 5.18010], [-1.15760, -1.75820, -2.60830], [-1.33230, -2.36180, 1.51510], [-2.47400, -0.00660, -0.12940], [-3.11530, -0.26760, -2.41460], [-3.08440, 1.41490, -1.89050], [-2.49220, -1.84800, -0.19980], [-1.32220, -3.58730, 0.23160], [3.20580, 1.35330, 3.41330], [3.79710, -2.57640, 2.57340], [-1.26890, -2.50780, 0.43330], [2.87150, 0.00700, 0.44670], [4.02240, 3.76660, 4.50530], [5.21180, 3.97960, 2.73320], [2.79170, -1.93380, 4.66660], [4.49660, 1.83900, 1.76700], [-3.37260, -2.14310, 0.37140], [-0.89710, 1.79180, -2.44160], [2.24350, -1.21330, 5.25720]],
  "lowdin_spin": [0.000, 0.000, 0.000, 0.000, 0.000, 0.000, 0.000, 0.000, 0.000, 0.010, 0.000, 0.000, 0.000, 0.000, 0.000, 0.000, 0.000, 0.317, 0.655, 0.000, 0.000, 0.000, 0.000, 0.016, 0.001, 0.000, 0.000, 0.000, 0.000, 0.000, 0.000, 0.000, 0.000, 0.000, 0.000, 0.000, 0.000, 0.000, 0.000, 0.000, 0.000, 0.000, 0.000, 0.000, 0.000, 0.000, 0.001, 0.000, 0.000, 0.000, 0.000, 0.000, 0.000],
  "total_charge": 1,
  "lumo_energy_ha": [-0.1436, -0.1437],
  "homo_ev": [-9.450, -9.528],
  "spin_multiplicity": 2,
  "gap_ev": [5.541, 5.618]
}

---

The most stable of them is version 2.

---

Version 1
{
  "formula": "C3H7NS2",
  "method": "wB97M-V/def2-TZVPD",
  "species": ["H", "N", "H", "C", "S", "C", "H", "S", "C", "H", "H", "H", "H"],
  "coordinates": [[-2.89527, -0.81844, -0.96852], [-2.02853, -0.15592, -0.53932], [-0.76038, 1.43600, -0.83330], [0.54378, -0.18202, -0.05686], [0.50433, 1.53601, -0.04152], [-0.74734, -0.85442, -0.68069], [-0.54986, -0.90741, -1.70629], [2.01289, -0.80528, 0.19668], [-2.22322, -0.30033, 0.89431], [-1.15473, 0.13860, 1.28460], [-2.98821, 0.63025, 1.48487], [-2.44902, -1.24441, 1.30960], [-0.71768, -1.81411, -0.21893]],
  "mulliken_charge": [0.316, -0.481, 0.231, 0.082, -0.154, -0.681, 0.428, -0.261, -0.757, 0.297, 0.234, 0.342, 0.403],
  "lumo_energy_ha": -0.0085,
  "homo_ev": -8.595,
  "spin_multiplicity": 1,
  "gap_ev": 8.363
}

---

Version 2
{
  "formula": "C3H7NS2",
  "method": "wB97M-V/def2-TZVPD",
  "species": ["N", "H", "H", "C", "S", "H", "C", "H", "C", "H", "H", "H", "S"],
  "coordinates": [[0.80901, -1.72395, -0.11253], [0.98947, -2.71800, -0.08820], [0.11244, 2.44000, 0.77464], [-1.16657, 0.75353, 1.00998], [0.24903, 0.52540, -1.40534], [-0.49261, 1.77767, -0.73872], [0.55321, -1.07926, -1.25569], [0.82498, -1.20844, 0.75337], [-0.11132, 1.49906, 0.26128], [0.80828, 0.90856, 0.16899], [0.56289, -1.73859, -2.12512], [-2.10580, 1.29821, 1.13809], [-1.03303, -0.73418, 1.61925]],
  "mulliken_charge": [-0.296, 0.224, 0.472, -0.052, -0.609, 0.196, 0.050, 0.151, -0.623, 0.197, 0.308, 0.304, -0.321],
  "lumo_energy_ha": -0.0071,
  "homo_ev": -5.798,
  "spin_multiplicity": 1,
  "gap_ev": 5.606
}

---

Version 3
{
  "formula": "C3H7NS2",
  "method": "wB97M-V/def2-TZVPD",
  "species": ["H", "S", "S", "C", "N", "H", "C", "H", "H", "H", "C", "H", "H"],
  "coordinates": [[0.47594, -2.34942, 1.00480], [0.58825, -0.67238, -1.33087], [1.60918, 2.16097, 0.13801], [0.88420, 0.94470, 0.86765], [0.54665, -0.21112, 0.36050], [-0.07850, -1.17650, 2.04252], [-0.61353, 0.59784, -1.61329], [0.40275, 1.04104, 1.97141], [-1.04829, -1.58368, 0.87698], [-0.22002, 1.75479, -1.64122], [-0.03080, -1.35527, 1.04069], [-0.94773, 0.36608, -2.65000], [-1.56810, 0.48295, -1.06718]],
  "mulliken_charge": [0.301, 0.013, -0.381, 0.102, -0.014, 0.413, -0.808, 0.157, 0.382, 0.220, -1.001, 0.332, 0.284],
  "lumo_energy_ha": 0.0215,
  "homo_ev": -8.346,
  "spin_multiplicity": 1,
  "smiles": "CSN(C)C=S",
  "gap_ev": 8.932
}

---

Version 4
{
  "formula": "C3H7NS2",
  "method": "wB97M-V/def2-TZVPD",
  "species": ["H", "H", "H", "C", "S", "H", "S", "H", "H", "H", "C", "C", "N"],
  "coordinates": [[0.39547, 0.33785, -4.22836], [-1.23673, -0.23196, 0.56129], [1.33207, 1.32622, -3.02570], [-0.66237, -0.30608, 3.12565], [-0.48138, 0.03028, -2.06956], [-1.08860, -1.30151, 2.96620], [0.69179, 0.01075, 1.98480], [-1.42580, 0.45833, 3.07548], [-0.23922, -0.28389, 4.16283], [1.61972, -0.43472, -3.15259], [0.85970, 0.33714, -3.23300], [-0.19231, -0.05995, 0.45872], [0.42767, 0.11754, -0.62577]],
  "mulliken_charge": [0.308, 0.300, 0.258, -0.853, 0.013, 0.298, -0.053, 0.306, 0.294, 0.268, -0.779, 0.002, -0.362],
  "lumo_energy_ha": 0.0327,
  "homo_ev": -7.971,
  "spin_multiplicity": 1,
  "smiles": "CS/C=N/SC",
  "gap_ev": 8.860
}

---

The most stable of them is version 4.

---

Version 1
{
  "formula": "CH5BrN2",
  "method": "wB97M-V/def2-TZVPD",
  "species": ["H", "C", "H", "H", "N", "H", "H", "N", "Br"],
  "coordinates": [[0.16803, -0.33860, -1.51872], [-0.91873, 0.51874, 0.01461], [-1.90980, 0.47790, -0.44827], [-1.03716, 0.32187, 1.08385], [-0.17525, -0.54213, -0.58929], [-0.48828, 1.52023, -0.12670], [0.79126, -1.17840, 1.14378], [1.10294, -1.07735, 0.17528], [2.46699, 0.29774, 0.26547]],
  "mulliken_charge": [0.272, -0.670, 0.270, 0.285, -0.308, 0.291, 0.313, -0.382, -0.070],
  "lumo_energy_ha": 0.0126,
  "homo_ev": -9.348,
  "spin_multiplicity": 1,
  "smiles": "CNNBr",
  "gap_ev": 9.690
}

---

Version 2
{
  "formula": "CH5BrN2",
  "method": "wB97M-V/def2-TZVPD",
  "species": ["N", "C", "H", "H", "H", "Br", "N", "H", "H"],
  "coordinates": [[0.62669, -0.59303, -1.06562], [0.45787, -1.33936, -0.04742], [0.24175, 2.81369, 0.31671], [0.23690, -2.41385, 0.00328], [-0.94866, -0.26980, 0.82738], [-1.24139, 1.27738, 1.09885], [-0.68096, 2.44584, -0.03305], [0.32038, -0.93760, -1.96008], [0.98742, -0.98327, 0.85995]],
  "mulliken_charge": [-0.373, -0.603, 0.203, 0.283, 0.191, 0.164, -0.531, 0.219, 0.446],
  "lumo_energy_ha": -0.0069,
  "homo_ev": -8.649,
  "spin_multiplicity": 1,
  "gap_ev": 8.462
}

---

The most stable of them is version 1.

---

Version 1
{
  "formula": "C14H21N7",
  "method": "wB97M-V/def2-TZVPD",
  "species": ["H", "C", "N", "H", "C", "N", "H", "C", "N", "C", "C", "N", "C", "C", "H", "C", "H", "H", "H", "C", "H", "H", "H", "N", "C", "C", "C", "H", "H", "H", "N", "H", "H", "H", "H", "H", "C", "N", "H", "C", "H", "H"],
  "coordinates": [[-0.24552, -1.00195, -2.82793], [1.05465, -0.26484, -0.30578], [1.62013, 1.23660, 1.50679], [-3.33358, -2.10428, -0.50326], [-0.15212, 0.27834, 0.22232], [0.84828, 1.55695, -2.44589], [0.28904, 3.90245, 0.73379], [-1.97672, -0.00065, -2.57070], [-0.21982, -1.88126, -1.43810], [-0.54504, 0.03932, -2.70888], [1.14446, 2.04772, 0.86438], [-0.51603, -1.34762, 2.02501], [-2.88832, 0.33131, 2.94687], [0.16106, -2.15565, 1.48784], [3.35167, 2.66413, -0.64736], [-2.44319, -1.74802, 0.01479], [3.18511, 0.87283, -0.44321], [1.44192, -1.04513, 0.34941], [-0.10273, 2.74976, -0.63223], [0.64940, 3.12240, 0.06315], [-0.36786, 0.70065, -3.55703], [-0.07401, 0.49797, -1.83947], [0.47716, -4.03482, 0.68958], [-3.10574, -0.01817, -2.53468], [1.88822, 1.64789, -1.86753], [-1.38578, 0.10805, 3.12871], [-1.20368, -1.77618, -0.83730], [-1.20680, -0.95000, 2.93732], [-0.81531, 0.69374, 2.40787], [1.45459, -2.73672, -0.10533], [-1.12163, 0.68801, 0.63075], [4.04288, 1.68552, -1.80441], [1.42385, 3.50074, -0.60407], [-1.08429, 0.42392, 4.12742], [-2.37508, -2.42234, 0.86846], [-2.60284, -0.74967, 0.42210], [1.06632, -3.12928, 0.83447], [-4.02010, 0.46315, 2.76804], [1.83018, -3.37539, 1.57208], [3.17717, 1.70890, -1.14251], [1.80424, 0.50494, -0.48925], [0.87586, -0.68331, -1.29624]],
  "mulliken_charge": [0.407, -1.013, -0.452, 0.449, 0.889, -0.594, 0.404, 0.411, -0.662, -0.968, 0.704, -0.261, 0.223, 0.738, 0.348, -1.528, 0.360, 0.958, 0.346, -1.284, 0.402, 0.483, 0.379, -0.568, 0.471, 0.052, 0.725, -0.125, -0.151, 0.430, -0.625, 0.426, 0.399, 0.535, 0.392, 0.366, -1.419, -0.545, 0.411, -1.064, -1.282, 0.835],
  "lumo_energy_ha": 0.0051,
  "homo_ev": -8.443,
  "spin_multiplicity": 1,
  "gap_ev": 8.581
}

---

Version 2
{
  "formula": "C14H21N7",
  "method": "wB97M-V/def2-TZVPD",
  "species": ["H", "N", "H", "H", "H", "H", "H", "C", "N", "H", "N", "C", "C", "H", "H", "H", "H", "H", "N", "H", "C", "C", "H", "C", "H", "H", "C", "C", "C", "C", "C", "H", "N", "H", "C", "C", "N", "N", "C", "H", "H", "H"],
  "coordinates": [[6.18867, -3.82363, -5.67076], [10.85534, -5.32244, -2.14284], [8.97175, -7.77054, -2.86947], [7.61527, -9.20299, 1.36364], [6.12488, -2.16106, -0.72210], [7.11314, -3.10431, -7.07232], [2.11351, -7.28229, 0.69406], [4.78308, -7.74511, -2.05783], [4.79982, -10.70223, 1.00259], [8.03816, -6.32273, -2.99126], [7.39530, -13.16064, -0.62302], [7.26376, -9.92270, 0.62319], [5.86689, -10.31060, 0.85905], [5.34630, -3.64800, -1.35529], [1.86891, -8.88180, 1.15446], [7.83952, -10.84296, 0.68531], [7.24341, -2.43570, -5.39583], [3.83031, -8.20662, -2.30974], [9.00242, -5.06764, -5.66242], [5.61668, -8.43244, -2.17242], [7.09852, -3.32230, -6.00655], [6.02613, -2.83220, -1.57602], [8.27274, -6.84800, -1.38160], [9.94731, -6.00718, -2.23553], [7.36009, -9.38231, -0.31748], [7.00224, -3.26202, -1.79041], [2.53398, -8.04585, 1.36171], [6.49868, -12.74148, -1.20172], [5.09396, -6.55628, -2.86693], [8.76934, -6.83539, -2.35392], [5.56523, -1.97574, -2.67890], [4.43093, -12.74233, -1.70394], [5.38416, -5.61766, -3.44984], [4.63380, -7.40625, -1.03171], [8.15654, -4.30737, -5.80105], [5.36614, -12.25154, -1.97602], [2.07863, -7.14652, 3.76969], [5.27888, -1.28030, -3.54569], [2.29423, -7.51316, 2.70517], [3.58065, -8.21572, 1.14974], [5.50683, -12.44398, -3.04090], [5.12636, -11.19216, -1.89997]],
  "mulliken_charge": [0.210, -0.395, 0.339, 0.383, 0.323, 0.316, 0.266, -0.428, -0.440, -0.013, -0.417, -0.742, 0.373, 0.179, 0.320, 0.358, 0.217, 0.414, -0.420, 0.095, -0.668, -0.623, 0.197, 0.121, 0.089, 0.186, -0.391, 0.412, 0.160, -0.277, 0.364, 0.267, -0.326, 0.095, 0.340, -0.537, -0.349, -0.429, 0.203, -0.066, 0.330, -0.033],
  "lumo_energy_ha": -0.0146,
  "homo_ev": -11.625,
  "spin_multiplicity": 1,
  "smiles": "CC#N.CC#N.CC#N.CC#N.CC#N.CC#N.CC#N",
  "gap_ev": 11.227
}

---

The most stable of them is version 2.